A molecular structure, C6H15N2O9V at a distorted geometry. Source: the Open Molecules 2025 dataset; level of theory: the ωB97M-V functional and the def2-TZVPD basis.

Values from the calculation:
* energy relative to the best compared isomer or geometry (same formula, charge and spin): 132.06 kcal/mol
* lowest unoccupied orbital energy: 2.44 eV

```
! wB97M-V def2-TZVPD RIJCOSX def2/J DEFGRID3
* xyz -2 1
O -1.99 5.16 1.72
V -1.72 4.53 0.27
O -3.04 4.72 -0.61
O -0.30 2.98 0.17
C 0.14 1.77 0.64
C 1.09 0.85 -0.20
O 2.23 1.37 -0.74
H -0.71 1.17 1.00
H 0.63 1.92 1.62
H 0.42 0.39 -0.95
H 1.45 0.00 0.40
C -0.84 -3.74 -0.83
C 0.27 -3.90 -1.91
O 1.54 -4.05 -1.39
H -1.79 -4.00 -1.31
H -0.95 -2.77 -0.34
H -0.70 -4.45 0.00
H 0.25 -2.97 -2.49
H 0.01 -4.81 -2.48
C -3.14 -0.86 -0.96
N -3.57 0.19 -1.97
O -4.73 0.54 -1.96
O -2.67 0.79 -2.54
H -2.29 -1.35 -1.43
H -3.99 -1.53 -0.87
H -2.91 -0.30 -0.06
C 3.31 1.17 2.74
N 4.64 1.24 2.12
O 4.80 0.61 1.09
O 5.50 1.97 2.58
H 3.29 1.84 3.60
H 3.22 0.15 3.10
H 2.53 1.38 2.01
*
```

Here are the Mulliken charges for atoms 1 to 4, given in e:
1 O -0.702
2 V 1.719
3 O -0.709
4 O -0.668

---

A molecular structure, C6H15N3 at a distorted geometry. Source: the Open Molecules 2025 dataset; level of theory: the ωB97M-V functional and the def2-TZVPD basis.

Values from the calculation:
* energy relative to the best compared isomer or geometry (same formula, charge and spin): 107.92 kcal/mol
* lowest unoccupied orbital energy: 0.94 eV

```
! wB97M-V def2-TZVPD RIJCOSX def2/J DEFGRID3
* xyz 0 1
C 2.64 -0.68 0.36
C 1.56 1.43 0.20
N 1.34 -0.02 0.28
H 0.28 -0.10 1.41
H 3.22 -0.35 1.22
H 3.27 -0.42 -0.51
H 2.55 -1.77 0.37
H 0.60 1.92 0.32
H 2.06 1.76 -0.72
H 2.16 1.78 1.05
C -1.44 0.93 -1.45
C -1.74 -0.40 0.65
C -1.18 -0.38 -0.72
N -2.90 -1.05 0.58
C 0.14 -0.95 -0.87
N -1.02 -0.11 1.71
H -2.73 -1.31 -0.53
H -3.58 -1.01 1.34
H -1.46 -0.17 2.62
H -2.50 1.19 -1.46
H -1.11 0.84 -2.48
H -0.90 1.77 -1.00
H 0.18 -1.96 -0.48
H 0.55 -0.91 -1.89
*
```

Here are the Mulliken charges for atoms 1 to 4, given in e:
1 C -1.018
2 C -1.136
3 N -0.200
4 H 0.525

---

A single C6H15N3 molecule at a distorted geometry. Source: the Open Molecules 2025 dataset; level of theory: the ωB97M-V functional and the def2-TZVPD basis.

Values from the calculation:
* energy relative to the best compared isomer or geometry (same formula, charge and spin): 28.63 kcal/mol
* SMILES: C/C=N/[C@@](C)(N)N(C)C
* lowest unoccupied orbital energy: 1.03 eV

```
! wB97M-V def2-TZVPD RIJCOSX def2/J DEFGRID3
* xyz 0 1
C 1.64 -1.88 -1.76
C 1.20 -0.84 -0.79
N 0.42 -1.14 0.16
C -0.12 -0.06 0.98
C -1.12 -0.67 1.96
N 0.89 0.66 1.73
N -0.83 0.90 0.10
C -0.28 2.19 -0.19
C -1.63 0.35 -0.98
H 2.71 -2.05 -1.66
H 1.11 -2.81 -1.58
H 1.45 -1.54 -2.78
H 1.73 0.12 -0.90
H -0.63 -1.47 2.52
H -1.96 -1.10 1.42
H -1.47 0.10 2.63
H 1.73 0.82 1.18
H 1.15 0.12 2.55
H 0.40 2.19 -1.06
H -1.10 2.86 -0.43
H 0.23 2.59 0.68
H -1.97 -0.65 -0.73
H -2.49 1.00 -1.13
H -1.06 0.30 -1.92
*
```

Here are the Mulliken charges for atoms 1 to 4, given in e:
1 C -1.212
2 C 0.304
3 N -0.431
4 C 0.742

---

A molecular structure, C6H15N3 at a distorted geometry. Source: the Open Molecules 2025 dataset; level of theory: the ωB97M-V functional and the def2-TZVPD basis.

Values from the calculation:
* energy relative to the best compared isomer or geometry (same formula, charge and spin): 148.55 kcal/mol
* lowest unoccupied orbital energy: 0.61 eV

```
! wB97M-V def2-TZVPD RIJCOSX def2/J DEFGRID3
* xyz 0 1
C 0.36 -0.97 -0.51
C -1.12 1.03 0.88
C 1.65 0.58 1.24
C -1.64 0.07 1.90
N 0.61 0.56 0.22
C -0.97 -0.85 -1.07
N 0.85 1.61 -0.73
N 1.40 -1.33 -1.41
C -1.53 -1.31 -2.17
H 0.38 -1.63 0.36
H 0.27 1.42 -1.55
H 1.80 1.60 -1.09
H 2.34 -1.26 -1.03
H 1.31 -0.88 -2.31
H -1.83 1.29 0.11
H -0.70 1.93 1.33
H 2.64 0.40 0.81
H 1.44 -0.20 1.98
H 1.67 1.55 1.73
H -2.56 -1.06 -2.40
H -1.03 -2.03 -2.83
H -2.29 0.60 2.61
H -2.22 -0.73 1.44
H -0.84 -0.39 2.50
*
```

Here are the Mulliken charges for atoms 1 to 4, given in e:
1 C 0.127
2 C -0.178
3 C -1.059
4 C -0.979

---

2 unconnected molecules or ions with the total composition C6H15N4O at a distorted geometry. Source: the Open Molecules 2025 dataset; level of theory: the ωB97M-V functional and the def2-TZVPD basis.

Values from the calculation:
* energy relative to the best compared isomer or geometry (same formula, charge and spin): 105.50 kcal/mol
* lowest unoccupied orbital energy (spin up / spin down): -4.26 / -4.26 eV

```
! wB97M-V def2-TZVPD RIJCOSX def2/J DEFGRID3
* xyz 1 1
C 1.22 1.12 -0.03
C -0.10 1.04 0.32
C 1.56 -1.00 -1.11
C -1.11 -1.20 3.01
C 1.07 0.08 -3.35
C -1.52 0.04 2.15
N -1.13 1.48 -0.50
N 1.90 -1.59 -0.10
N 1.47 -1.02 -2.42
N -0.34 0.33 1.43
O -2.39 1.77 0.10
H 1.39 1.83 -0.90
H 1.93 0.90 0.72
H -2.06 -1.75 3.21
H -0.48 -1.84 2.42
H -0.45 -1.12 3.91
H 1.97 0.52 -3.76
H 0.53 -0.31 -4.19
H 0.47 0.84 -2.86
H -2.08 0.86 2.61
H -2.28 -0.47 1.45
H -0.82 2.39 -0.97
H 2.12 -2.57 0.12
H 1.58 -1.90 -2.76
H 0.58 0.15 1.96
H -3.04 1.38 -0.46
*
```

Here are the Mulliken charges for atoms 1 to 4, given in e:
1 C -1.951
2 C 0.866
3 C 0.531
4 C -1.262

---

2 unconnected molecules or ions with the total composition C6H15NO at a distorted geometry. Source: the Open Molecules 2025 dataset; level of theory: the ωB97M-V functional and the def2-TZVPD basis.

Values from the calculation:
* energy relative to the best compared isomer or geometry (same formula, charge and spin): 34.70 kcal/mol
* SMILES: CCC/C=C(/C)N.O
* lowest unoccupied orbital energy: 0.81 eV

```
! wB97M-V def2-TZVPD RIJCOSX def2/J DEFGRID3
* xyz 0 1
C -0.50 2.02 1.86
C -1.42 0.90 1.30
C -1.55 0.83 -0.23
C -0.18 0.64 -0.85
C 0.31 -0.52 -1.29
C 1.64 -0.64 -1.97
N -0.52 -1.66 -1.42
H 0.11 2.45 1.08
H -1.11 2.83 2.27
H 0.12 1.61 2.66
H -0.93 -0.02 1.61
H -2.39 0.94 1.81
H -1.95 1.75 -0.66
H -2.15 -0.05 -0.46
H 0.42 1.53 -0.97
H 2.38 -0.09 -1.39
H 1.66 -0.21 -2.98
H 1.97 -1.67 -2.08
H -0.20 -2.38 -2.04
H -1.05 -2.00 -0.63
O 1.82 -1.30 1.93
H 2.18 -0.63 1.35
H 1.04 -1.64 1.48
*
```

Here are the Mulliken charges for atoms 1 to 4, given in e:
1 C -1.044
2 C -0.219
3 C -0.828
4 C -0.066

---

2 unconnected molecules or ions with the total composition C6H15NO at a distorted geometry. Source: the Open Molecules 2025 dataset; level of theory: the ωB97M-V functional and the def2-TZVPD basis.

Values from the calculation:
* energy relative to the best compared isomer or geometry (same formula, charge and spin): 74.92 kcal/mol
* SMILES: C=C(C)C[C@H](C)N.O
* lowest unoccupied orbital energy: 0.75 eV

```
! wB97M-V def2-TZVPD RIJCOSX def2/J DEFGRID3
* xyz 0 1
C -0.60 -1.61 -1.99
C 0.16 -0.58 -1.48
C 1.37 -0.26 -2.21
C -0.29 0.46 -0.44
C 0.31 -0.27 0.83
C -0.47 -0.17 2.21
N 1.75 -0.07 1.18
H -1.60 -1.83 -1.62
H -0.24 -2.28 -2.74
H 1.57 0.81 -2.32
H 1.48 -0.72 -3.16
H 2.25 -0.54 -1.61
H -1.42 0.40 -0.46
H 0.12 1.46 -0.36
H 0.23 -1.40 0.59
H -0.52 0.77 2.71
H -1.58 -0.39 2.22
H 0.02 -0.84 3.03
H 2.13 -0.74 1.73
H 2.00 0.85 1.39
O -2.33 2.63 0.71
H -1.49 2.44 1.18
H -2.85 1.89 0.62
*
```

Here are the Mulliken charges for atoms 1 to 4, given in e:
1 C -0.978
2 C 0.364
3 C -1.629
4 C -0.162

---

2 unconnected molecules or ions with the total composition C6H15NO at a distorted geometry. Source: the Open Molecules 2025 dataset; level of theory: the ωB97M-V functional and the def2-TZVPD basis.

Values from the calculation:
* energy relative to the best compared isomer or geometry (same formula, charge and spin): 54.44 kcal/mol
* SMILES: C/C=C(\C)CCN.O
* lowest unoccupied orbital energy: 0.66 eV

```
! wB97M-V def2-TZVPD RIJCOSX def2/J DEFGRID3
* xyz 0 1
C -0.44 -1.16 -2.57
C -0.86 0.04 -1.76
C -0.48 0.20 -0.49
C 0.39 -0.66 0.42
C -0.90 1.47 0.21
C 0.18 2.56 0.24
N -0.22 3.53 1.32
H 0.19 -0.83 -3.40
H -0.06 -2.05 -2.02
H -1.28 -1.73 -3.00
H -1.13 0.80 -2.46
H 1.30 -0.85 -0.16
H 0.58 -0.12 1.34
H -0.18 -1.56 0.67
H -1.86 1.96 -0.07
H -1.15 1.27 1.26
H 1.09 2.17 0.67
H 0.37 3.14 -0.67
H -1.08 4.02 1.10
H 0.56 4.16 1.41
O 1.57 -5.56 3.02
H 1.08 -4.95 2.48
H 2.31 -5.84 2.47
*
```

Here are the Mulliken charges for atoms 1 to 4, given in e:
1 C -1.203
2 C 0.032
3 C 0.476
4 C -1.461

---

2 unconnected molecules or ions with the total composition C6H15NO at a distorted geometry. Source: the Open Molecules 2025 dataset; level of theory: the ωB97M-V functional and the def2-TZVPD basis.

Values from the calculation:
* energy relative to the best compared isomer or geometry (same formula, charge and spin): 45.96 kcal/mol
* SMILES: C=C(C)CCCN.O
* lowest unoccupied orbital energy: 0.64 eV

```
! wB97M-V def2-TZVPD RIJCOSX def2/J DEFGRID3
* xyz 0 1
C 1.29 0.39 2.06
C 0.05 0.00 1.78
C -1.11 0.95 1.72
C -0.21 -1.43 1.36
C -0.64 -1.62 -0.05
C 0.30 -1.05 -1.12
N 1.64 -1.61 -1.00
H 2.16 -0.25 1.99
H 1.50 1.42 2.30
H -1.39 1.20 2.75
H -1.98 0.39 1.36
H -1.02 1.87 1.15
H 0.67 -2.04 1.60
H -0.90 -1.86 2.10
H -1.68 -1.37 -0.31
H -0.69 -2.69 -0.33
H -0.20 -1.32 -2.06
H 0.49 0.03 -1.08
H 1.78 -2.48 -0.55
H 2.23 -1.57 -1.80
O -0.99 4.69 -3.88
H -0.10 4.44 -3.57
H -1.21 3.91 -4.41
*
```

Here are the Mulliken charges for atoms 1 to 4, given in e:
1 C -0.982
2 C 0.845
3 C -1.280
4 C -0.998

---

2 unconnected molecules or ions with the total composition C6H15NO at a distorted geometry. Source: the Open Molecules 2025 dataset; level of theory: the ωB97M-V functional and the def2-TZVPD basis.

Values from the calculation:
* energy relative to the best compared isomer or geometry (same formula, charge and spin): 22.46 kcal/mol
* SMILES: CCC(N)=O.CCC
* lowest unoccupied orbital energy: 0.82 eV

```
! wB97M-V def2-TZVPD RIJCOSX def2/J DEFGRID3
* xyz 0 1
C -1.31 2.64 0.65
C -1.08 1.30 1.39
C 0.19 1.34 2.23
N 0.91 0.14 2.07
O 0.60 2.24 2.92
H -0.39 2.82 0.07
H -1.27 3.45 1.39
H -2.11 2.49 -0.07
H -1.89 1.21 2.12
H -1.06 0.62 0.57
H 1.75 -0.12 2.56
H 0.35 -0.62 1.72
C 1.53 -2.39 -1.59
C 0.46 -1.42 -1.10
C -0.57 -0.93 -2.10
H 2.30 -1.95 -2.20
H 0.97 -3.19 -2.08
H 2.08 -2.91 -0.81
H 0.05 -1.85 -0.16
H 0.94 -0.52 -0.63
H -0.79 -1.71 -2.84
H -1.46 -0.65 -1.53
H -0.20 0.01 -2.58
*
```

Here are the Mulliken charges for atoms 1 to 4, given in e:
1 C -1.245
2 C 0.313
3 C 0.387
4 N -0.332